# 1
{"formula": "C5H10N2O", "method": "ωB97M-V/def2-TZVPD", "symbols": ["N", "C", "C", "C", "N", "C", "C", "H", "H", "H", "H", "H", "H", "H", "H", "O", "H", "H"], "coordinates": [[1.2779, -0.3191, -3.1415], [1.8569, -1.2455, -3.8983], [2.4301, -1.8222, -1.9228], [1.7370, -0.6312, -1.8964], [2.6462, -2.1192, -3.2557], [0.0000, 0.0000, 0.0000], [1.3752, 0.2490, -0.6765], [1.6807, -1.2795, -4.9734], [2.8768, -2.3720, -1.0944], [3.1486, -2.8699, -3.7358], [-0.2045, -1.0102, 0.3928], [-0.8257, 0.2903, -0.6712], [0.0307, 0.7069, 0.8461], [1.3910, 1.2764, -1.0884], [2.0622, 0.2237, 0.1912], [3.1000, 2.4829, -3.0442], [3.5040, 2.9259, -2.2639], [2.1449, 2.4077, -2.8197]], "mulliken_charge": [-0.556, -0.355, -0.563, 0.611, -0.046, -1.060, -0.322, 0.399, 0.388, 0.207, 0.300, 0.311, 0.307, 0.035, 0.349, -0.657, 0.320, 0.332], "homo_energy_ha": -0.3116, "lumo_ha": 0.0324, "molar_mass_da": 114.1, "charge": 0, "max_force_ev_per_a": 2.6, "multiplicity": 1, "e_above_lowest_kcal_mol": 19.4, "homo_lumo_gap_ev": 9.4}

=====

# 2
{"formula": "C26H50Cl2O5SSi2TeTi", "method": "ωB97M-V/def2-TZVPD", "symbols": ["Ti", "C", "C", "O", "C", "C", "O", "C", "C", "O", "C", "C", "O", "H", "H", "H", "H", "H", "H", "H", "H", "H", "H", "H", "H", "H", "H", "H", "H", "Cl", "C", "C", "C", "C", "C", "Cl", "C", "S", "H", "H", "H", "C", "C", "C", "C", "O", "H", "H", "H", "H", "H", "H", "H", "H", "H", "C", "Si", "C", "C", "C", "Te", "C", "Si", "C", "C", "C", "H", "H", "H", "H", "H", "H", "H", "H", "H", "H", "H", "H", "H", "H", "H", "H", "H", "H", "H", "H", "H", "H"], "coordinates": [[1.5596, 1.1188, -0.4188], [1.2664, 4.0013, 1.1563], [0.2078, 3.0667, 1.7820], [0.6703, 1.7218, 1.7538], [1.5333, 1.3886, 2.8417], [1.6465, -0.1301, 2.8792], [1.7348, -0.6525, 1.5586], [2.9495, -1.2623, 1.1529], [4.0558, -0.2235, 0.9127], [3.4196, 1.0251, 0.6365], [4.3154, 2.1070, 0.3560], [3.5448, 3.4077, 0.6160], [2.1503, 3.1944, 0.3798], [1.8286, 4.5226, 1.9323], [0.7963, 4.7484, 0.5144], [-0.7164, 3.0771, 1.2116], [-0.0124, 3.3686, 2.8073], [1.0975, 1.7390, 3.7811], [2.5124, 1.8568, 2.7147], [0.7283, -0.5315, 3.3066], [2.4910, -0.4385, 3.4996], [2.6934, -1.7517, 0.2190], [3.2833, -2.0097, 1.8765], [4.6868, -0.5350, 0.0760], [4.6882, -0.1028, 1.7971], [4.6618, 2.0491, -0.6742], [5.1763, 2.0575, 1.0272], [3.9253, 4.1973, -0.0346], [3.6796, 3.7123, 1.6568], [-0.3845, 2.1440, -1.2605], [0.0618, 3.1773, -2.6087], [-0.9407, 3.8912, -3.2387], [-0.6122, 4.7179, -4.2959], [0.7103, 4.8257, -4.7002], [1.6962, 4.0921, -4.0671], [3.3266, 4.2348, -4.6081], [1.4011, 3.2233, -2.9961], [2.6531, 2.2702, -2.2613], [-1.9660, 3.7965, -2.9051], [-1.3815, 5.2781, -4.8075], [0.9880, 5.4799, -5.5151], [1.2138, -2.6003, -2.0178], [1.4125, -1.1451, -2.4519], [2.6959, -1.0490, -3.2821], [0.2116, -0.6888, -3.2842], [1.5095, -0.3201, -1.2820], [0.9994, -3.2139, -2.8917], [0.3795, -2.6688, -1.3198], [2.1158, -2.9909, -1.5414], [2.7123, -1.8499, -4.0213], [3.5664, -1.1487, -2.6294], [2.7604, -0.0969, -3.7989], [0.1178, -1.3103, -4.1741], [0.3455, 0.3453, -3.6038], [-0.7019, -0.7766, -2.6931], [-2.7142, -2.6969, 4.8823], [-2.5299, -1.2901, 3.6393], [-1.6873, 0.1957, 4.4582], [-4.2138, -0.7653, 2.9799], [-1.4899, -1.9829, 2.2196], [-1.1259, -0.7136, 0.4984], [-3.0024, -1.2668, -0.4528], [-3.1902, -3.0288, -1.1531], [-2.7148, -3.0241, -2.9828], [-2.1147, -4.3330, -0.3017], [-5.0061, -3.4886, -0.9286], [-3.3134, -2.3978, 5.7443], [-1.7454, -3.0382, 5.2523], [-3.2095, -3.5513, 4.4161], [-2.3633, 0.6621, 5.1771], [-1.4179, 0.9531, 3.7164], [-0.7875, -0.0971, 5.0050], [-4.8640, -0.4120, 3.7818], [-4.7144, -1.6076, 2.4966], [-4.1190, 0.0387, 2.2469], [-2.0132, -2.8471, 1.8122], [-0.5162, -2.3410, 2.5588], [-3.1372, -0.5473, -1.2644], [-3.7887, -1.0687, 0.2750], [-1.6332, -3.0882, -3.1122], [-3.0635, -2.1248, -3.4946], [-3.1576, -3.8835, -3.4904], [-1.1103, -3.9588, -0.0921], [-2.0153, -5.2095, -0.9448], [-2.5528, -4.6721, 0.6393], [-5.6578, -2.7939, -1.4621], [-5.2895, -3.4680, 0.1259], [-5.2062, -4.4922, -1.3083]], "mulliken_charge": [0.053, -0.884, -0.935, 0.688, -0.671, -0.620, 0.144, -0.108, -0.664, 0.406, -0.988, -0.722, -0.112, 0.458, 0.308, 0.403, 0.597, 0.876, -0.014, -0.196, 0.442, -0.688, 0.725, 0.371, 0.355, 0.367, 0.536, 0.200, 0.619, 0.017, -0.003, -0.866, -0.569, -0.563, 0.142, -0.207, 0.338, -0.260, 0.504, 0.403, 0.448, -1.832, 1.580, -1.687, -1.158, 1.005, 0.556, 0.221, 0.364, 0.484, 0.217, 0.330, 0.560, 0.128, -0.047, -1.134, 0.077, -0.638, -1.029, -0.418, -0.583, -0.861, 0.357, -0.915, -1.175, -1.166, 0.337, 0.333, 0.327, 0.528, -0.097, 0.288, 0.412, 0.280, 0.312, -0.088, 0.655, 0.634, 0.518, 0.136, 0.325, 0.418, 0.328, 0.441, 0.368, 0.324, 0.329, 0.331], "homo_energy_ha": [-0.3580, -0.3577], "lumo_ha": [-0.0792, -0.0792], "molar_mass_da": 777.3, "charge": 1, "max_force_ev_per_a": 3.0, "s_squared": 0.753, "multiplicity": 2, "e_above_lowest_kcal_mol": 33.9, "homo_lumo_gap_ev": [7.6, 7.6]}

=====

# 3
{"formula": "C4H10NO2", "method": "ωB97M-V/def2-TZVPD", "symbols": ["C", "O", "C", "C", "C", "O", "N", "H", "H", "H", "H", "H", "H", "H", "H", "H", "H"], "coordinates": [[1.8884, 0.2446, -0.1644], [2.9144, -0.2689, 0.6291], [0.4455, -0.5208, 0.0323], [-0.6253, 0.1710, -0.9163], [-2.0964, 0.1565, -0.4495], [-2.3369, 0.8516, 0.6938], [-0.0169, -0.2618, 1.3480], [1.6354, 1.2831, 0.1057], [2.3667, 0.1326, -1.1475], [2.5422, -0.4569, 1.5186], [0.5892, -1.5382, -0.3579], [-0.3124, 1.2197, -0.9008], [-0.5210, -0.2222, -1.9370], [-2.2418, -0.9460, -0.3121], [-2.7685, 0.4468, -1.2624], [0.0026, -1.1433, 1.8820], [-1.4653, 0.8522, 1.2385]], "mulliken_charge": [-0.496, -0.157, 0.473, -1.002, -0.255, -0.114, -0.570, 0.396, 0.372, 0.443, 0.441, 0.416, 0.497, 0.333, 0.441, 0.314, 0.469], "homo_energy_ha": [-0.7855, -0.7732], "lumo_ha": [-0.4432, -0.5219], "molar_mass_da": 104.1, "charge": 2, "max_force_ev_per_a": 2.7, "s_squared": 1.516, "multiplicity": 2, "e_above_lowest_kcal_mol": 148.0, "homo_lumo_gap_ev": [9.3, 6.8]}

=====

# 4
{"formula": "H4NP3", "method": "ωB97M-V/def2-TZVPD", "symbols": ["N", "P", "P", "P", "H", "H", "H", "H"], "coordinates": [[-0.5517, 0.3684, -1.0296], [-2.0773, 0.6741, -0.8724], [0.9713, -0.9184, 1.4691], [0.2258, -1.3338, -0.5522], [-1.8984, 2.1499, -0.9188], [-0.0323, -0.0560, 1.8884], [1.9331, 0.1453, 1.1323], [1.4296, -1.0296, -1.1168]], "mulliken_charge": [-0.274, 0.071, -0.116, 0.048, 0.056, 0.057, 0.086, 0.073], "homo_energy_ha": -0.3149, "lumo_ha": -0.0208, "molar_mass_da": 111.0, "charge": 0, "max_force_ev_per_a": 3.2, "multiplicity": 1, "e_above_lowest_kcal_mol": 17.8, "homo_lumo_gap_ev": 8.0}